The following is a quantum chemistry calculation of C35H36BF5O2 as an isolated structure at a distorted geometry, from the OMol25 dataset.

energy	-55236.479	eV
multiplicity	1
total charge	0
F_max	0.0617	hartree/bohr
HOMO energy	-6.2987	eV
ΔE to the lowest compared entry with this formula, charge and spin	0.0	kcal/mol

Geometry (Å):
C (1.76849, -5.29233, -1.45310)
C (1.35112, -4.30524, -0.42160)
C (1.67347, -2.96014, -0.59374)
F (2.34691, -2.60394, -1.73628)
C (1.37856, -1.98119, 0.33615)
C (0.77239, -2.34927, 1.58378)
C (0.58314, -1.38670, 2.60674)
C (1.54611, -0.43984, 2.93104)
C (2.91303, -0.61144, 2.52535)
C (3.81409, 0.36598, 2.85186)
F (5.12270, 0.21324, 2.46829)
C (3.46948, 1.51281, 3.56490)
C (4.50555, 2.54148, 3.77851)
C (2.14491, 1.66019, 4.01388)
C (1.20127, 0.69883, 3.73197)
C (0.44456, -3.72514, 1.76907)
C (0.64608, -4.64137, 0.74183)
H (1.22305, -6.22981, -1.32945)
H (1.61135, -4.93594, -2.47743)
H (2.83601, -5.53755, -1.37215)
H (1.68790, -0.95165, 0.15548)
H (-0.29459, -1.46015, 3.40135)
H (3.21649, -1.49853, 1.97734)
H (4.13522, 3.30185, 4.46858)
H (5.42739, 2.11078, 4.18521)
H (4.76532, 3.03592, 2.83275)
H (1.85670, 2.54478, 4.58684)
H (0.16567, 0.80589, 4.07048)
H (0.13872, -4.04067, 2.77176)
H (0.26252, -5.65304, 0.84849)
C (-5.12093, -5.89712, 3.96440)
C (-6.35918, -5.09814, 4.37731)
C (-7.52906, -6.02610, 4.70566)
C (-6.01806, -4.28780, 5.66913)
O (-5.67585, -2.89604, 5.47729)
B (-6.24229, -2.20179, 4.43071)
C (-6.75734, -0.75193, 4.64064)
C (-6.74281, -0.15271, 5.91446)
C (-7.65934, 0.83792, 6.22090)
C (-8.53652, 1.27668, 5.23484)
C (-9.73131, 2.10899, 5.62768)
F (-10.55262, 2.39188, 4.57771)
F (-10.50077, 1.45522, 6.55518)
F (-9.39298, 3.30846, 6.19265)
C (-8.33862, 0.92282, 3.90117)
C (-7.43470, -0.08807, 3.60672)
C (-1.54522, -1.08616, 3.23120)
C (-2.41324, -2.35917, 3.13964)
C (-2.03817, -0.31441, 4.41184)
C (-2.74694, 0.88182, 4.23120)
C (-3.18105, 1.60223, 5.34871)
C (-2.88883, 1.14203, 6.64060)
C (-2.30374, -0.12538, 6.81454)
C (-1.85758, -0.85543, 5.69893)
O (-6.38645, -2.82891, 3.21201)
C (-6.80745, -4.20376, 3.17178)
H (-4.29665, -5.20610, 3.72308)
H (-4.80730, -6.56188, 4.78259)
H (-5.34138, -6.51929, 3.08449)
H (-8.39684, -5.40895, 4.98194)
H (-7.79786, -6.64319, 3.83718)
H (-7.28864, -6.69420, 5.54341)
H (-6.87550, -4.29932, 6.36358)
H (-5.14853, -4.73032, 6.17908)
H (-6.08822, -0.52825, 6.69963)
H (-7.72450, 1.24499, 7.23126)
H (-8.91469, 1.40015, 3.11448)
H (-7.34903, -0.42209, 2.57397)
H (-1.63397, -0.47370, 2.31411)
H (-3.18256, -2.15142, 2.35815)
H (-1.87133, -3.30539, 2.91814)
H (-3.01648, -2.57252, 4.04771)
H (-2.92178, 1.20010, 3.20030)
H (-3.74223, 2.53002, 5.20157)
H (-3.10379, 1.77349, 7.50186)
H (-2.19011, -0.55545, 7.82054)
H (-1.39436, -1.84677, 5.79233)
H (-6.40982, -4.61141, 2.22732)
H (-7.91118, -4.18621, 3.10823)

Cartesian forces (eV/Å) of the 2 atoms listed first:
0.040 -0.635 -0.408
-0.434 0.517 0.131